Entry 1:
Molecular formula: C9H17BInN2O
Method: DFT, ωB97M-V with the def2-TZVPD basis set

Properties
Energy   -20483.7224 eV
Frontier orbital gap   7.229 eV
Net charge   -1
HOMO energy   -4.2 eV

Geometry as XYZ:
```
31
C9H17BInN2O ωB97M-V with the def2-TZVPD basis set
C 3.38211 0.71575 0.30674
C 2.62154 2.17131 0.49750
B 1.09064 2.02034 1.08501
O 0.80407 0.81571 1.94177
In -0.63128 3.46521 0.77638
C -2.55402 2.56935 1.68766
C -2.44310 0.90990 1.51061
N -2.83025 0.23726 0.36452
H 4.54314 0.81218 0.10174
H 2.92348 0.11782 -0.61642
H 3.28892 0.10213 1.32425
H 2.71457 2.79871 -0.48798
H 3.24070 2.75270 1.32597
H 0.92008 1.17335 2.87231
H -0.20547 4.99108 1.69364
H -0.91591 3.93664 -0.93625
H -2.48837 2.77428 2.83799
H -3.52852 3.00567 1.20702
H -2.03751 0.31644 2.43426
H -3.18117 0.96331 -0.30983
N 0.39391 -3.13808 -3.15764
C 0.13291 -4.36407 -2.65348
C -0.57026 -4.58070 -1.47926
C -1.03188 -3.47384 -0.77480
C -0.77722 -2.19813 -1.26760
C -0.06844 -2.08281 -2.45260
H 0.51664 -5.19550 -3.23755
H -0.75313 -5.58792 -1.12245
H -1.58570 -3.60409 0.15039
H -1.12295 -1.31530 -0.74192
H 0.15247 -1.10871 -2.87997
```

Entry 2:
Molecular formula: C9H17Br4Cl3O4Sr3
Method: DFT, ωB97M-V with the def2-TZVPD basis set

Properties
Energy   -338011.4208 eV
Frontier orbital gap   2.533 eV
Net charge   +2
HOMO energy   -10.6 eV

Geometry as XYZ:
```
40
C9H17Br4Cl3O4Sr3 ωB97M-V with the def2-TZVPD basis set
Sr -2.86360 5.37179 -2.64004
Sr 1.89534 4.26622 -0.34950
Sr 0.02943 4.00261 5.11494
O -4.28163 5.13040 1.48823
C -5.02154 4.40027 2.49315
C -4.52106 4.39684 3.99503
O -3.61836 5.36913 4.55175
H -5.09967 3.40001 2.06714
H -6.09031 4.61105 2.53067
H -4.20830 3.39519 4.28995
H -5.38341 4.33756 4.65905
O 0.62822 1.63910 1.92890
C 0.06689 0.57204 1.08692
C -1.13111 0.87972 0.05023
O -0.91564 1.91987 -0.89145
H -0.39199 -0.06271 1.84495
H 0.89054 0.01533 0.63996
H -1.98979 1.03776 0.70274
H -1.34983 -0.12211 -0.31937
Br -1.66746 -5.38830 -1.54800
C -0.46392 -5.47702 0.07927
C 0.87539 -5.98528 -0.43749
Br 1.84316 -4.79546 -1.79368
H -0.96571 -6.05211 0.85745
H -0.28473 -4.45438 0.41126
H 0.73165 -7.00331 -0.79953
H 1.48663 -6.01573 0.46449
Br 4.81594 0.84284 -1.99553
C 5.85203 -0.70232 -1.29536
C 5.87437 -0.79815 0.23789
Br 6.68793 -2.47861 0.98481
H 6.87897 -0.46969 -1.57710
H 5.39080 -1.61531 -1.67196
H 4.91026 -0.78623 0.74626
H 6.51649 -0.01003 0.63117
C -0.95092 -0.69387 -5.18445
Cl -0.90753 0.63177 -6.38931
Cl -0.17578 -2.17999 -5.82977
Cl -2.68786 -0.83416 -4.80334
H -0.40387 -0.29471 -4.33034
```

Entry 3:
Molecular formula: C9H17Br6Cl3O2Sr3
Method: DFT, ωB97M-V with the def2-TZVPD basis set

Properties
Energy   -473991.0466 eV
Frontier orbital gap   1.674 eV
Net charge   +4
HOMO energy   -17.5 eV

Geometry as XYZ:
```
40
C9H17Br6Cl3O2Sr3 ωB97M-V with the def2-TZVPD basis set
Sr 13.85819 -8.92344 0.22357
Sr 15.83118 -12.43780 0.66940
Sr 14.07160 -12.65150 -2.83360
O 13.57737 -11.20905 1.23927
C 12.72529 -12.36251 1.46347
C 12.67329 -13.30448 0.19068
O 13.86060 -13.70508 -0.46446
H 11.72108 -11.97037 1.61007
H 13.16591 -12.84972 2.33498
H 11.96358 -12.92234 -0.56776
H 12.20612 -14.22843 0.55722
Br 15.75678 -14.76361 2.49124
C 15.92081 -16.48442 1.46699
C 14.81568 -16.74519 0.48447
Br 15.03654 -18.52746 -0.33858
H 15.91889 -17.28324 2.20668
H 16.87353 -16.46002 0.94469
H 14.75611 -15.94243 -0.25666
H 13.80766 -16.73119 0.89526
Br 8.72848 -17.16404 1.71829
C 10.46491 -16.72338 2.47840
C 11.22541 -17.97788 2.83608
Br 12.84756 -17.38916 3.79978
H 10.29436 -16.04950 3.32079
H 11.03944 -16.02725 1.85874
H 11.51923 -18.55723 1.96747
H 10.67392 -18.60886 3.52515
Br 8.86669 -13.36637 1.50550
C 9.00910 -11.96674 0.11800
C 9.23571 -10.66677 0.85252
Br 8.68109 -9.14785 -0.24369
H 8.11773 -11.93428 -0.50150
H 9.82832 -12.22247 -0.55364
H 10.26260 -10.48903 1.18472
H 8.70668 -10.61060 1.80193
C 12.54979 -11.03986 4.85443
Cl 13.87009 -12.18170 5.20185
Cl 12.55434 -9.67217 6.01110
Cl 10.92010 -11.74064 4.83336
H 12.74379 -10.52108 3.92493
```

Entry 4:
Molecular formula: C9H17FNO3
Method: DFT, ωB97M-V with the def2-TZVPD basis set

Properties
Energy   -19960.0453 eV
Frontier orbital gap   7.428 eV
Energy relative to the best compared isomer or geometry (same formula, charge and spin)   7.87 kcal/mol
Net charge   -1
SMILES string   CC[C@H](F)N[C@H](CCCOC)C(=O)[O-]
HOMO energy   -4.0 eV

Geometry as XYZ:
```
31
C9H17FNO3 ωB97M-V with the def2-TZVPD basis set
C -1.69246 -3.10138 1.16177
C -1.61950 -2.50179 -0.23669
C -0.88778 -1.14330 -0.26986
F -1.88675 -0.16508 -0.45061
N 0.12524 -1.14852 -1.24369
C 1.05777 -0.03813 -1.44371
C 2.11624 0.10952 -0.34611
C 1.74397 0.53078 1.07755
C 0.99813 1.83979 1.19508
O -0.34704 1.62356 0.87458
C -1.04412 2.79125 0.53985
C 0.46070 1.29788 -1.98865
O 1.16698 2.31596 -1.80154
O -0.55119 1.18344 -2.70653
H -2.09872 -4.11263 1.13961
H -2.30426 -2.47664 1.81165
H -0.69599 -3.17129 1.60081
H -1.11178 -3.20597 -0.89744
H -2.62157 -2.36027 -0.63964
H -0.48618 -0.95017 0.72182
H -0.20696 -1.51401 -2.12061
H 1.64361 -0.35127 -2.31562
H 2.66180 -0.83813 -0.27297
H 2.82305 0.84461 -0.72746
H 1.21747 -0.24142 1.64213
H 2.68630 0.66787 1.62207
H 1.47049 2.56818 0.53347
H 1.09160 2.22702 2.22740
H -1.37814 3.33025 1.43879
H -0.42790 3.46899 -0.05566
H -1.90302 2.52089 -0.06978
```

Entry 5:
Molecular formula: C9H17FeN2O
Method: DFT, ωB97M-V with the def2-TZVPD basis set

Properties
Energy   -49000.4007 eV
Frontier orbital gap (spin up / spin down)   5.404 / 3.330 eV
Net charge   +2
Multiplicity   6
HOMO energy (spin up / spin down)   -16.1 / -16.1 eV
Expectation value of S²   8.77

Geometry as XYZ:
```
30
C9H17FeN2O ωB97M-V with the def2-TZVPD basis set
Fe -5.37003 -15.44341 3.65494
C -4.64386 -16.11033 6.85815
O -4.69594 -16.03289 5.44408
H -5.18721 -17.03007 7.07482
H -3.64465 -16.08203 7.29277
H -5.18234 -15.35778 7.43417
C -9.57537 -14.71201 8.77568
C -8.57236 -14.75876 7.68643
C -8.98094 -14.17656 6.29819
C -8.01366 -14.35048 5.30117
N -7.19958 -14.55725 4.51041
H -10.59353 -14.72445 8.38672
H -9.48721 -13.73723 9.25541
H -9.42207 -15.51324 9.49861
H -8.22755 -15.77684 7.50555
H -7.65375 -14.28437 8.03171
H -9.11502 -13.09726 6.37060
H -9.95415 -14.62723 6.10360
C -3.17112 -17.59908 11.02566
C -4.54432 -17.87370 10.48060
C -5.69565 -17.67979 11.43988
C -7.11522 -17.72161 10.90476
N -8.18099 -17.78658 10.44879
H -3.08503 -16.69963 11.63531
H -2.43413 -17.47057 10.23292
H -2.80138 -18.44719 11.60195
H -4.53409 -18.89773 10.10730
H -4.78804 -17.20785 9.65275
H -5.70007 -16.69525 11.90761
H -5.78103 -18.42100 12.23449
```

Entry 6:
Molecular formula: C9H17N2P
Method: DFT, ωB97M-V with the def2-TZVPD basis set

Properties
Energy   -21874.9059 eV
Frontier orbital gap   7.913 eV
Energy relative to the best compared isomer or geometry (same formula, charge and spin)   29.89 kcal/mol
HOMO energy   -7.3 eV

Geometry as XYZ:
```
29
C9H17N2P ωB97M-V with the def2-TZVPD basis set
C -1.73277 -1.24111 -1.55976
C -0.97150 -1.99015 0.62273
C -1.85845 -2.14045 -0.45768
C -0.56525 -0.76829 -2.07862
C -3.09055 -2.87992 -0.36714
C 0.56924 -1.75600 -2.47913
C 2.82252 1.94593 1.92656
C 0.86367 3.61661 1.30536
C 1.57456 2.33381 1.00438
N -0.11647 -1.00644 0.76259
N 0.68668 1.22265 1.03504
P 0.75122 -0.04259 -0.12409
H -2.61479 -0.77608 -1.73130
H -1.19408 -2.62700 1.48412
H -0.68496 0.16025 -2.59874
H -3.43051 -3.08339 -1.36580
H -3.78224 -2.14611 -0.07145
H -3.13020 -3.62832 0.40323
H 1.62464 -1.43884 -2.25160
H 0.44992 -1.92257 -3.49692
H 0.35576 -2.68683 -2.01768
H 2.50914 1.41518 2.86154
H 3.36464 1.21718 1.29169
H 3.51814 2.67926 2.18611
H 0.53735 3.37248 2.29470
H 0.18547 3.96032 0.50798
H 1.55144 4.49587 1.44171
H 2.01481 2.44160 0.02247
H -0.20744 1.27294 1.44968
```

What is the formula in the third record? C9H17Br6Cl3O2Sr3

The lowest energy belongs to which entry? C9H17Br6Cl3O2Sr3

Repeat the fourth record exactly.
Molecular formula: C9H17FNO3
Method: DFT, ωB97M-V with the def2-TZVPD basis set

Properties
Energy   -19960.0453 eV
Frontier orbital gap   7.428 eV
Energy relative to the best compared isomer or geometry (same formula, charge and spin)   7.87 kcal/mol
Net charge   -1
SMILES string   CC[C@H](F)N[C@H](CCCOC)C(=O)[O-]
HOMO energy   -4.0 eV

Geometry as XYZ:
```
31
C9H17FNO3 ωB97M-V with the def2-TZVPD basis set
C -1.69246 -3.10138 1.16177
C -1.61950 -2.50179 -0.23669
C -0.88778 -1.14330 -0.26986
F -1.88675 -0.16508 -0.45061
N 0.12524 -1.14852 -1.24369
C 1.05777 -0.03813 -1.44371
C 2.11624 0.10952 -0.34611
C 1.74397 0.53078 1.07755
C 0.99813 1.83979 1.19508
O -0.34704 1.62356 0.87458
C -1.04412 2.79125 0.53985
C 0.46070 1.29788 -1.98865
O 1.16698 2.31596 -1.80154
O -0.55119 1.18344 -2.70653
H -2.09872 -4.11263 1.13961
H -2.30426 -2.47664 1.81165
H -0.69599 -3.17129 1.60081
H -1.11178 -3.20597 -0.89744
H -2.62157 -2.36027 -0.63964
H -0.48618 -0.95017 0.72182
H -0.20696 -1.51401 -2.12061
H 1.64361 -0.35127 -2.31562
H 2.66180 -0.83813 -0.27297
H 2.82305 0.84461 -0.72746
H 1.21747 -0.24142 1.64213
H 2.68630 0.66787 1.62207
H 1.47049 2.56818 0.53347
H 1.09160 2.22702 2.22740
H -1.37814 3.33025 1.43879
H -0.42790 3.46899 -0.05566
H -1.90302 2.52089 -0.06978
```